Below is C34H35N3O5 as an isolated structure at a distorted geometry, with properties calculated with wB97M-V/def2-TZVPD.

XYZ file:
```
77
Properties=species:S:1:pos:R:3:mulliken_charge:R:1
H -6.412 -2.000 -0.657 0.331
H -5.151 -0.049 -0.998 0.326
H -3.651 -5.112 -0.558 0.323
H 6.605 -1.776 -0.423 0.319
C 4.001 -5.107 0.122 -0.832
C -1.129 -0.803 0.401 0.663
O 2.036 2.661 1.235 -0.780
H -5.309 0.329 0.725 0.256
C 1.174 3.013 0.415 -0.009
H 3.672 5.555 -2.623 0.452
O 2.045 8.986 -1.756 -0.598
C -2.384 -0.143 0.171 -0.517
C 1.218 6.678 -0.529 -0.594
H 5.577 -4.309 -1.143 0.305
H 0.075 1.025 -0.128 -0.562
C -5.064 -4.135 0.728 -0.599
H -6.471 -1.671 1.091 0.324
H 0.057 5.463 0.803 0.478
C 3.731 -0.962 0.433 -0.295
H -1.661 -4.923 0.740 0.290
H -2.398 0.907 -0.083 0.671
C 2.560 -0.242 0.395 -0.846
C 2.493 4.306 -1.306 -0.650
C -3.567 -0.841 0.230 -0.261
H -5.346 4.300 -0.238 0.445
O 3.506 7.909 -2.990 -0.600
O -2.358 2.933 0.155 -0.367
H 0.498 -2.771 -0.689 0.878
C 5.143 -0.572 0.704 -0.740
H -4.629 3.642 1.259 0.292
H 5.274 -0.228 1.736 0.288
C -3.295 3.868 -0.438 -0.445
C -1.207 -2.166 0.898 -1.393
C -3.546 -2.216 0.515 0.629
C -3.811 -4.981 0.519 -0.834
C 2.232 6.698 -1.503 -0.126
H 2.562 0.791 0.705 0.965
C 5.961 -1.865 0.469 -0.750
C 1.318 -0.869 0.047 0.589
N -4.781 -2.752 0.448 0.024
H 0.764 7.618 -0.230 0.449
H 4.184 -6.085 -0.336 0.392
H -2.958 4.889 -0.195 0.337
H 5.480 0.225 0.033 0.307
H -3.993 -5.973 0.945 0.382
H -3.300 3.735 -1.527 0.319
N 4.943 -2.876 0.258 0.006
H 3.017 3.378 -1.552 0.424
C -2.528 -4.376 1.130 -0.773
C 0.819 5.466 0.021 0.105
C 0.091 -0.148 0.124 0.325
H -0.313 -2.642 1.298 0.975
C 3.710 -2.337 0.167 0.736
H 6.597 -2.125 1.328 0.337
C 2.696 -4.502 -0.452 -0.819
H 2.677 -4.691 -1.537 0.328
H -0.460 2.135 1.382 0.403
H 3.864 -5.270 1.199 0.309
H 6.069 -4.580 0.540 0.378
C 5.239 -4.239 -0.092 -0.631
C -4.642 3.567 0.163 -0.874
C 1.395 -2.268 -0.326 -1.400
C 2.549 -3.035 -0.198 0.063
N 2.613 7.928 -2.112 0.923
C 1.431 4.270 -0.383 0.080
C -5.801 -1.746 0.221 -0.853
C -1.136 2.959 -0.440 0.530
H 1.845 -5.050 -0.027 0.266
C -0.106 2.244 0.353 0.596
H -5.872 -4.459 0.058 0.370
H -2.547 -4.544 2.217 0.301
H -5.434 -4.250 1.764 0.297
C -2.376 -2.915 0.847 0.104
O -0.979 3.502 -1.528 -0.697
H -4.989 2.563 -0.122 -0.003
C -4.991 -0.444 0.014 -0.548
C 2.874 5.506 -1.888 -0.492
```

Results
Frontier orbital gap = 5.470 eV
Energy relative to the best compared isomer or geometry (same formula, charge and spin) = 6.966 eV
HOMO level = -6.47 eV

Below is one molecule with the formula C6H9N3O2 at a distorted geometry, with properties calculated with wB97M-V/def2-TZVPD.

XYZ file:
```
20
Properties=species:S:1:pos:R:3:nbo_charge:R:1
N -2.982 -0.043 -0.472 -0.548
O 2.144 -1.376 0.843 -0.676
N 1.317 1.814 -0.821 -0.811
H -3.906 0.062 -0.919 0.424
H 0.437 0.267 2.080 0.239
H -0.018 1.909 1.489 0.227
H 2.185 1.784 -1.337 0.373
C 1.414 0.919 0.278 -0.140
H 0.585 1.513 -1.460 0.369
H 2.217 1.170 0.939 0.210
N -1.159 -1.078 0.253 -0.468
C -2.201 0.902 0.167 -0.089
H 2.245 -2.215 0.385 0.499
H -2.569 1.910 0.360 0.220
C -2.285 -1.231 -0.360 0.178
H -2.598 -2.186 -0.750 0.200
C 1.851 -0.499 -0.119 0.777
C -1.027 0.335 0.523 0.062
C 0.185 0.864 1.190 -0.427
O 2.052 -0.724 -1.292 -0.620
```

Results
Frontier orbital gap = 9.739 eV
SMILES = N[C@@H](Cc1c[nH]cn1)C(=O)O
Energy relative to the best compared isomer or geometry (same formula, charge and spin) = 0.531 eV
HOMO level = -8.95 eV

Below is a 2-piece molecular cluster, ClH5N3P overall at a distorted geometry, with properties calculated with wB97M-V/def2-TZVPD.

XYZ file:
```
10
Properties=species:S:1:pos:R:3:nbo_charge:R:1
H -0.200 -1.117 1.791 0.358
H 1.130 -1.458 -3.991 0.393
H 0.489 1.359 -0.754 0.413
Cl 2.648 -0.825 -1.389 -0.300
H 1.216 -1.762 1.422 0.364
H -0.217 -2.635 0.970 0.378
N 0.671 -0.561 -3.820 -1.175
N 0.069 0.857 -1.569 -0.803
P 0.975 -0.055 -2.393 1.470
N 0.286 -1.702 1.200 -1.099
```

Results
Frontier orbital gap (spin up / spin down) = 6.685 / 5.243 eV
Multiplicity = 3
<S²> = 2.010
Energy relative to the best compared isomer or geometry (same formula, charge and spin) = 2.169 eV
HOMO level (spin up / spin down) = -6.01 / -9.83 eV